i | DFT (ωB97M-V with the def2-TZVPD basis set) results for a single C4H6N2O2 molecule.

Each line ends with the natural charge from an NBO analysis.
Cartesian coordinates (Å):
O  0.75336  1.25827  -2.58179  -0.6402
O  -0.15507  -0.99862  1.48151  -0.5102
N  -1.23671  0.64339  -1.47119  -0.6090
N  0.74869  0.10332  -0.54426  -0.5348
C  -0.27854  -0.25562  0.31990  0.4141
C  -1.49745  0.08336  -0.19480  -0.2048
C  1.14569  -1.05504  2.15949  -0.2567
C  0.15471  0.66228  -1.57911  0.6434
H  -1.72429  1.52937  -1.40082  0.4077
H  0.14994  1.16271  -3.38685  0.4981
H  1.19275  -0.20536  2.83806  0.1798
H  -2.42838  0.07437  0.27067  0.2147
H  1.95830  -0.99813  1.39131  0.2041
H  1.21700  -2.00428  2.69786  0.1938

## Properties
SMILES: COc1c[nH]c(O)n1
orbital gap: 8.49 eV
spin multiplicity: 1
total charge: 0
E_HOMO: -7.929 eV

---

ii | DFT (ωB97M-V with the def2-TZVPD basis set) results for a molecular structure, C4H6N2O2.

Each line ends with the natural charge from an NBO analysis.
Cartesian coordinates (Å):
O  -2.45551  0.42174  0.99546  -0.6291
O  0.14443  -1.31986  -0.16396  -0.3146
N  1.95576  -0.15979  -0.63774  -0.6146
N  -1.26294  -1.32809  0.20607  -0.2796
C  2.32589  1.33617  -0.72895  -0.4300
C  -1.44587  0.00194  0.35890  0.4302
C  -0.36674  0.77370  0.04477  -0.4811
C  0.65128  -0.15858  -0.21984  0.5278
H  3.27930  1.60552  -1.24371  0.2145
H  2.35781  1.78979  0.22907  0.1884
H  -2.80023  -0.50210  1.44403  0.5031
H  2.70474  -0.84149  -0.15883  0.4237
H  -0.39007  1.92088  0.74295  0.2368
H  1.50002  1.90819  -1.37313  0.2246

## Properties
orbital gap: 9.40 eV
spin multiplicity: 1
total charge: 0
E_HOMO: -8.652 eV

---

iii | DFT (ωB97M-V with the def2-TZVPD basis set) results for a single C4H6N2O2 molecule.

Each line ends with the natural charge from an NBO analysis.
Cartesian coordinates (Å):
O  -0.17441  0.47021  -1.84126  -0.3976
O  0.90275  -1.30780  0.82179  -0.4611
N  -1.88313  -0.37555  0.90213  -0.6162
N  -1.06761  1.10642  -0.84845  -0.3367
C  1.07820  0.25555  -1.07315  -0.0953
C  1.31515  -0.20849  1.54633  -0.0782
C  -0.95681  0.16326  0.23765  0.3891
C  0.50034  -0.08155  0.30338  0.0933
H  2.40146  0.17692  1.63910  0.1865
H  1.74498  -0.42201  -1.57683  0.2219
H  1.51779  1.22228  -0.90630  0.1832
H  -1.38997  -1.14084  1.40788  0.3541
H  -1.90290  0.96621  -1.34894  0.3727
H  0.83584  0.00950  2.47983  0.1842

## Properties
SMILES: [H]/N=C1/NOC[C@@]12CO2
orbital gap: 10.38 eV
spin multiplicity: 1
total charge: 0
E_HOMO: -9.522 eV

---

iv | DFT (ωB97M-V with the def2-TZVPD basis set) results for a single C4H6N2O2 molecule.

Each line ends with the natural charge from an NBO analysis.
Cartesian coordinates (Å):
O  -1.97737  -2.09009  0.81725  -0.4923
O  0.96509  -0.05547  1.09702  -0.4991
N  0.17724  1.22569  -1.16190  -0.3075
N  -0.47124  0.00973  -0.90446  -0.3319
C  -0.72983  -1.62749  0.81001  0.3558
C  -0.08039  -0.29590  0.31774  0.4658
C  1.85863  1.08238  1.19663  -0.2292
C  -0.20298  1.39145  -2.39093  -0.0562
H  -0.87485  0.77390  -2.93211  0.1928
H  1.18466  1.99986  1.18038  0.2070
H  2.54515  1.12010  0.35797  0.1981
H  -0.01940  -2.14998  1.53030  0.1338
H  -0.09268  2.57595  -2.68458  0.1675
H  2.34078  0.89408  2.09778  0.1955

## Properties
SMILES: C=N/N=C(/C=O)OC
orbital gap: 9.07 eV
spin multiplicity: 1
total charge: 0
E_HOMO: -9.548 eV

---

Which one sits at the top of the stability order? i does.

---

i | DFT (ωB97M-V with the def2-TZVPD basis set) results for a molecular structure, C4H6N2O2.

Each line ends with the natural charge from an NBO analysis.
Cartesian coordinates (Å):
O  -1.80471  1.79361  2.03974  -0.5749
O  2.25983  -0.94956  -2.58097  -0.5990
N  -0.15556  0.08021  1.32141  -0.4853
N  0.83976  -0.65213  -2.26718  -0.1206
C  0.98611  -0.52783  -0.92309  0.0393
C  -0.50980  1.41170  1.77424  0.5113
C  -0.28679  -0.05284  -0.10966  -0.1364
C  -1.32542  -0.61292  0.94226  -0.2514
H  -0.84197  0.75936  -0.74425  0.2344
H  -2.27159  0.11763  0.87554  0.2395
H  0.59215  2.09572  2.20653  0.1823
H  2.22429  -0.96014  -3.68974  0.4766
H  2.15257  -0.82215  -0.34354  0.2326
H  -1.85887  -1.68067  1.49870  0.2516

## Properties
orbital gap: 9.71 eV
spin multiplicity: 1
total charge: 0
E_HOMO: -9.782 eV

---

ii | DFT (ωB97M-V with the def2-TZVPD basis set) results for a single C4H6N2O2 molecule.

Each line ends with the natural charge from an NBO analysis.
Cartesian coordinates (Å):
O  -2.35882  2.04504  -0.26478  -0.6826
O  -1.93935  0.08655  0.66575  -0.6133
N  0.59029  -0.67447  0.71731  -0.6405
N  1.52271  -2.45014  -0.47854  -0.6588
C  -0.11273  1.18648  -0.45189  -0.4725
C  0.82665  0.27818  -0.17669  0.1202
C  1.06349  -2.01077  0.63778  0.2888
C  -1.48136  1.05679  0.05406  0.7670
H  -0.46798  -0.50030  1.07513  0.4481
H  -2.00327  2.92908  -0.56640  0.4964
H  -0.02659  2.05602  -1.01411  0.2118
H  1.67807  -1.84895  -1.21861  0.3415
H  1.82682  0.40835  -0.52982  0.2037
H  0.88207  -2.56188  1.55081  0.1901

## Properties
SMILES: [H]/N=C\N/C=C\C(=O)O
orbital gap: 9.26 eV
spin multiplicity: 1
total charge: 0
E_HOMO: -8.960 eV

---

iii | DFT (ωB97M-V with the def2-TZVPD basis set) results for a single C4H6N2O2 molecule.

Each line ends with the natural charge from an NBO analysis.
Cartesian coordinates (Å):
O  -0.94873  -0.91911  -0.06944  -0.4017
O  -3.18129  -0.64433  -0.09401  -0.6574
N  -0.16471  1.11517  0.08696  -0.4547
N  2.52817  0.11140  -0.36248  -0.8836
C  -1.52548  1.20980  -0.01660  -0.2204
C  1.48376  -0.69420  0.32296  -0.2482
C  0.08360  -0.13475  0.12657  0.4629
C  -1.99317  -0.06453  -0.15712  0.5140
H  -3.89383  -0.09330  -0.27106  0.4955
H  3.24631  0.86184  -0.17827  0.4057
H  -1.96637  2.13997  0.22111  0.2159
H  1.71557  -1.64545  -0.12731  0.2192
H  1.54635  -0.65017  1.45136  0.2018
H  3.06982  -0.59232  -0.93267  0.3510

## Properties
SMILES: NCc1ncc(O)o1
orbital gap: 8.97 eV
spin multiplicity: 1
total charge: 0
E_HOMO: -8.298 eV

---

Which one sits at the top of the stability order? ii does.